(1)
The following is a quantum chemistry calculation of a molecular structure, C29H32Br2N2O2SSe2W, from OMol25.

CARTESIAN COORDINATES (ANGSTROEM)
W 0.643 0.081 -0.682
Br -2.232 0.546 0.764
C -2.856 -1.292 0.764
Br -1.415 -2.390 0.076
H -3.709 -1.375 0.101
H -3.100 -1.595 1.776
Se 2.651 0.979 -2.119
Se 2.227 -1.973 -0.723
C 1.206 -2.247 -2.305
C 1.334 -3.282 -3.206
C 0.447 -3.325 -4.274
C -0.528 -2.333 -4.393
C -0.592 -1.334 -3.451
N 0.265 -1.280 -2.407
C 2.669 2.137 -0.610
C 3.567 3.137 -0.305
C 3.329 3.896 0.832
C 2.184 3.650 1.597
C 1.339 2.630 1.236
N 1.588 1.854 0.157
H 2.109 -4.024 -3.068
H 0.513 -4.121 -5.005
H -1.231 -2.337 -5.214
H -1.349 -0.562 -3.496
H 4.428 3.314 -0.936
H 4.013 4.685 1.119
H 1.960 4.249 2.469
H 0.432 2.414 1.789
C -3.301 6.297 -4.924
C -2.610 5.125 -4.367
C -2.615 4.858 -2.979
C -1.968 3.783 -2.441
C -2.035 3.591 -0.959
C -1.237 2.880 -3.321
C -0.486 1.807 -2.924
O -0.349 1.249 -1.717
C -1.241 3.147 -4.758
C -0.572 2.243 -5.748
C -1.911 4.240 -5.222
H -3.892 6.833 -4.187
H -3.937 6.009 -5.768
H -2.567 6.985 -5.364
H -3.143 5.537 -2.322
H -2.180 4.547 -0.458
H -1.137 3.125 -0.560
H -2.896 2.966 -0.709
H 0.127 1.330 -3.682
H 0.511 2.202 -5.601
H -0.735 2.605 -6.759
H -0.962 1.225 -5.689
H -1.917 4.440 -6.286
C -0.355 -6.452 3.980
C 0.065 -5.074 3.625
C -0.683 -3.953 4.023
C -0.293 -2.670 3.703
C 0.874 -2.481 2.961
C 1.661 -3.578 2.585
C 1.250 -4.853 2.905
S 1.527 -0.904 2.538
C 0.874 0.148 3.832
O 0.649 -0.367 1.262
H -1.400 -6.508 4.278
H 0.237 -6.817 4.827
H -0.152 -7.156 3.173
H -1.577 -4.097 4.615
H -0.887 -1.835 4.053
H 2.604 -3.429 2.076
H 1.865 -5.696 2.615
H -0.190 0.337 3.695
H 1.429 1.084 3.813
H 1.061 -0.354 4.781

HOMO (alpha / beta)	-18.97 / -18.96	eV
lowest unoccupied orbital energy (alpha / beta)	-14.2 / -14.2	eV
Kohn-Sham gap (alpha / beta)	4.81 / 4.80	eV
total charge	+4
multiplicity	1



(2)
The following is a quantum chemistry calculation of a molecular structure, C29H32CrN6, from OMol25.

CARTESIAN COORDINATES (ANGSTROEM)
Cr -0.184 0.001 0.013
C 1.072 2.527 0.654
C 0.502 2.437 2.070
C -0.976 2.099 2.166
N -1.270 0.843 1.485
C -2.435 0.247 1.698
C -3.512 0.905 2.323
C -4.738 0.445 2.757
C -5.230 -0.851 2.820
C -4.555 -1.974 2.402
C -3.347 -2.105 1.717
C -2.469 -1.149 1.200
N -1.449 -1.447 0.370
C -1.219 -2.848 -0.013
C -0.556 -3.054 -1.367
C 0.781 -2.342 -1.507
N 0.529 -0.912 -1.603
C 0.337 -0.333 -2.773
C 0.407 -1.014 -4.009
C 0.459 -0.523 -5.294
C 0.490 0.794 -5.745
C 0.355 1.916 -4.962
C 0.073 2.035 -3.599
C -0.101 1.059 -2.624
N -0.569 1.302 -1.382
C -0.926 2.656 -0.974
C 0.275 3.371 -0.346
H 1.267 1.525 0.216
H 2.091 2.917 0.721
H 0.649 3.399 2.569
H 1.086 1.709 2.641
H -1.566 2.928 1.760
H -1.262 2.023 3.220
H -3.360 1.967 2.467
H -5.391 1.217 3.151
H -6.206 -0.995 3.266
H -5.051 -2.917 2.607
H -3.076 -3.129 1.511
H -2.157 -3.398 -0.031
H -0.592 -3.320 0.756
H -1.225 -2.705 -2.160
H -0.430 -4.130 -1.505
H 1.359 -2.716 -2.353
H 1.392 -2.524 -0.620
H 0.450 -2.091 -3.938
H 0.527 -1.286 -6.063
H 0.627 0.948 -6.808
H 0.430 2.861 -5.488
H -0.063 3.054 -3.262
H -1.749 2.583 -0.269
H -1.308 3.228 -1.818
H -0.077 4.281 0.152
H 0.949 3.697 -1.142
N 2.187 -1.347 3.187
C 1.046 -1.143 2.512
N 1.264 -0.771 1.273
C 2.659 -0.711 1.127
C 3.433 -0.378 0.016
C 4.802 -0.421 0.176
C 5.391 -0.789 1.401
C 4.629 -1.126 2.500
C 3.250 -1.076 2.327
H 2.245 -1.660 4.142
H 0.068 -1.275 2.949
H 2.974 -0.111 -0.927
H 5.443 -0.175 -0.661
H 6.470 -0.813 1.481
H 5.082 -1.414 3.439

HOMO (alpha / beta)	-9.64 / -9.89	eV
⟨S²⟩	0.766
lowest unoccupied orbital energy (alpha / beta)	-3.2 / -2.9	eV
Kohn-Sham gap (alpha / beta)	6.44 / 7.03	eV
total charge	+1
multiplicity	2



(3)
The following is a quantum chemistry calculation of a molecular structure, C29H32CuN6O7, from OMol25.

CARTESIAN COORDINATES (ANGSTROEM)
Cu 1.268 0.467 -2.435
C -2.474 4.140 2.587
C -2.975 3.652 1.220
C -4.003 2.529 1.414
C -3.665 4.814 0.506
C -1.794 3.115 0.418
C -1.390 3.647 -0.797
C -0.353 3.043 -1.487
N 0.301 1.979 -1.046
C -0.059 1.463 0.132
C -1.090 2.009 0.882
C 0.684 0.239 0.561
C 0.435 -0.397 1.774
C 1.107 -1.568 2.101
C 2.018 -2.049 1.162
C 2.220 -1.350 -0.011
N 1.578 -0.223 -0.307
C 0.873 -2.320 3.406
C 0.303 -3.709 3.095
C -0.107 -1.591 4.326
C 2.213 -2.466 4.142
H -3.311 4.519 3.178
H -1.742 4.941 2.470
H -2.003 3.331 3.147
H -4.863 2.909 1.972
H -3.587 1.691 1.977
H -4.346 2.139 0.455
H -4.509 5.157 1.108
H -4.048 4.506 -0.468
H -2.990 5.661 0.365
H -1.893 4.494 -1.242
H -0.043 3.421 -2.455
H -1.373 1.554 1.820
H -0.297 0.010 2.453
H 2.552 -2.976 1.321
H 2.896 -1.721 -0.773
H -0.703 -3.631 2.683
H 0.239 -4.300 4.013
H 0.919 -4.255 2.381
H -1.094 -1.504 3.868
H 0.250 -0.592 4.588
H -0.223 -2.161 5.250
H 2.935 -3.034 3.555
H 2.060 -2.994 5.087
H 2.648 -1.488 4.360
O 1.295 -3.771 -2.605
C 0.920 -2.591 -2.574
O 1.552 -1.603 -3.053
C -0.394 -2.303 -1.828
C -0.810 -3.276 -0.968
C -1.972 -3.131 -0.186
C -2.757 -2.006 -0.303
C -2.374 -1.004 -1.170
C -1.162 -1.062 -1.987
O -0.841 -0.142 -2.765
N -3.284 0.119 -1.251
O -2.895 1.188 -1.687
O -4.441 -0.043 -0.857
N -2.358 -4.163 0.733
O -1.738 -5.218 0.727
O -3.291 -3.948 1.505
H -0.218 -4.177 -0.900
H -3.664 -1.907 0.273
C 5.726 -0.342 -5.303
N 4.745 0.478 -4.628
C 4.877 1.802 -4.282
C 3.743 2.120 -3.600
N 2.923 1.020 -3.521
C 3.560 0.050 -4.142
H 6.134 0.193 -6.160
H 5.240 -1.250 -5.654
H 6.539 -0.617 -4.631
H 5.744 2.379 -4.555
H 3.458 3.065 -3.169
H 3.180 -0.961 -4.217

HOMO	-4.03	eV
relative energy (zero: lowest compared OMol25 entry of this formula, charge and spin)	0.0	kcal per mole
lowest unoccupied orbital energy	2.4	eV
Kohn-Sham gap	6.43	eV
total charge	-1
multiplicity	1



(4)
The following is a quantum chemistry calculation of a molecular structure, C29H32FMnN4, from OMol25.

CARTESIAN COORDINATES (ANGSTROEM)
Mn 0.454 0.270 0.189
C -2.189 -1.301 2.278
C -1.028 -1.686 3.206
C 0.375 -1.368 2.705
N 0.468 0.013 2.145
C 0.335 1.005 2.962
C 0.495 0.806 4.370
C 0.221 1.737 5.389
C -0.145 3.069 5.463
C -0.048 3.903 4.368
C 0.186 3.583 3.017
C 0.217 2.376 2.348
N 0.285 2.357 1.025
C 0.315 3.616 0.314
C 0.137 3.407 -1.244
C 0.911 2.308 -1.932
N 0.348 1.001 -1.691
C -0.541 0.374 -2.442
C -1.164 1.070 -3.513
C -1.847 0.682 -4.666
C -2.048 -0.616 -5.048
C -1.659 -1.754 -4.349
C -1.246 -1.932 -3.032
C -0.968 -0.969 -2.076
N -0.919 -1.166 -0.781
C -1.399 -2.348 -0.198
C -2.459 -2.135 0.963
H -2.984 -1.439 2.964
H -2.035 -0.235 2.049
H -1.120 -1.240 4.189
H -1.135 -2.800 3.391
H 1.106 -1.490 3.458
H 0.613 -2.007 1.860
H 0.723 -0.164 4.721
H 0.275 1.223 6.327
H -0.386 3.527 6.389
H -0.048 4.978 4.513
H 0.183 4.471 2.397
H -0.604 4.138 0.577
H 1.306 4.118 0.444
H -0.900 3.284 -1.503
H 0.354 4.394 -1.661
H 1.087 2.582 -2.966
H 1.902 2.257 -1.461
H -0.984 2.173 -3.506
H -2.302 1.526 -5.263
H -2.568 -0.812 -5.995
H -1.744 -2.664 -4.945
H -1.083 -2.988 -2.823
H -1.891 -2.981 -0.944
H -0.502 -2.866 0.263
H -3.287 -1.666 0.525
H -2.667 -3.112 1.288
F 2.052 -4.431 -3.850
C 2.099 -3.402 -2.948
C 2.206 -2.126 -3.431
C 2.370 -1.120 -2.477
C 2.330 -1.357 -1.106
C 2.327 -0.219 -0.101
C 2.145 -2.679 -0.690
C 1.995 -3.693 -1.612
H 2.215 -1.968 -4.500
H 2.501 -0.057 -2.800
H 2.665 0.726 -0.565
H 2.744 -0.498 0.875
H 2.198 -2.986 0.393
H 1.758 -4.704 -1.243

HOMO (alpha / beta)	-6.76 / -7.09	eV
relative energy (zero: lowest compared OMol25 entry of this formula, charge and spin)	0.0	kcal per mole
⟨S²⟩	6.146
lowest unoccupied orbital energy (alpha / beta)	-0.1 / 0.2	eV
Kohn-Sham gap (alpha / beta)	6.63 / 7.28	eV
multiplicity	5



E_tot for every record listed, in sequence, given in hartree: -11798.94583, -2497.09158, -3619.97845, -2594.04048.
Maximum force for every record listed, in sequence, given in Eh/bohr: 0.062, 0.019, 0.003, 0.058.